Computed, not measured: a 2-piece molecular cluster, C8H10ClF4N2O overall, with ωB97M-V/def2-TZVPD.

The geometry in XYZ format:
```
26
Properties=species:S:1:pos:R:3:forces:R:3:lowdin_charge:R:1
O -3.05949 -1.48271 2.62135 0.297 0.057 0.292 0.11
C -3.38939 -1.39966 1.48815 -0.343 -0.239 0.006 -0.85
Cl -4.70092 -0.46431 0.90388 -0.149 0.249 -0.058 0.84
C -2.78979 -2.26146 0.40624 0.015 -0.116 -0.303 -0.09
N -1.45924 -2.80930 0.85876 -0.170 0.012 -0.203 0.20
C -0.26625 -1.86701 0.94232 0.054 -0.158 -0.309 -0.46
F -0.26681 -1.30577 2.12413 0.003 0.149 0.356 0.22
F 0.78987 -2.67317 0.80726 0.012 0.010 0.085 0.19
C -0.22619 -0.81434 -0.17639 -0.424 -0.252 -0.248 -0.25
F -1.21326 0.09459 0.02641 0.449 -0.252 -0.061 0.11
F -0.48328 -1.47771 -1.34445 0.227 0.350 0.434 0.10
H -2.69065 -1.75751 -0.54912 0.120 0.050 0.064 0.12
H -3.46186 -3.10956 0.25909 0.084 -0.068 0.038 0.16
H -1.17587 -3.55976 0.22221 -0.017 -0.030 -0.022 0.20
H -1.57880 -3.22239 1.79321 0.036 0.113 0.116 0.20
H 0.76197 -0.34545 -0.18732 -0.088 0.098 -0.155 0.18
N 1.53751 2.27159 -1.05967 -0.016 -0.151 0.060 -0.02
C 2.51078 2.23983 -2.02808 -0.003 -0.032 0.049 -0.14
C 3.53604 3.03943 -1.60870 0.011 0.012 0.005 -0.10
C 3.16809 3.58205 -0.34610 0.016 0.007 -0.003 -0.10
C 1.92974 3.09661 -0.03416 0.013 -0.057 -0.005 -0.14
H 0.65027 1.81203 -1.11957 -0.139 0.204 -0.122 0.11
H 2.38756 1.65897 -2.92580 -0.003 0.014 -0.022 0.11
H 4.44788 3.22570 -2.14954 0.014 0.001 0.000 0.10
H 3.74623 4.26049 0.25737 0.013 0.004 0.006 0.10
H 1.29585 3.26882 0.81855 -0.011 0.026 0.001 0.10
```
Positions in Å, forces in eV/Å.

Computed properties:
Spin multiplicity: 1
Total charge: +1



Computed, not measured: one molecule with the formula C8H10ClN, with ωB97M-V/def2-TZVPD.

The geometry in XYZ format:
```
20
Properties=species:S:1:pos:R:3:forces:R:3:lowdin_charge:R:1
C -1.95045 1.45782 -0.57169 0.168 2.314 1.097 -0.14
C -1.49628 0.28834 0.23558 1.853 -1.786 -0.772 -0.75
N -1.89772 0.28135 1.56302 0.056 1.273 -0.969 0.08
Cl -2.17179 -1.22749 -0.78830 -0.590 -0.088 0.253 0.48
C 0.07570 -0.06587 0.00242 -0.783 1.151 -1.075 -0.24
C 0.56246 -1.22405 0.60074 1.785 1.101 -1.040 -0.10
C 1.83156 -1.75200 0.44858 0.386 1.073 -0.099 -0.05
C 2.76044 -1.05206 -0.35946 -3.206 0.868 0.557 -0.09
C 2.32182 0.11554 -0.95679 -2.018 1.331 -0.262 -0.06
C 0.92644 0.62855 -0.86093 1.809 -0.169 0.091 -0.01
H -1.28304 2.29028 -0.16699 -0.829 -0.602 -0.921 0.11
H -1.76188 1.24719 -1.60870 0.205 0.233 -0.344 0.06
H -3.01512 1.85210 -0.49016 1.187 -1.089 0.291 0.11
H -2.76901 0.75302 1.72257 -0.191 -0.284 0.244 0.09
H -1.65561 -0.45810 2.17282 0.117 -0.607 0.338 0.08
H -0.09645 -1.55818 1.28074 -1.929 -2.147 2.322 0.05
H 2.21448 -2.55749 1.06787 -0.442 -0.167 -0.191 0.10
H 3.73821 -1.37595 -0.40048 1.975 -0.499 -0.301 0.07
H 3.01938 0.76535 -1.47689 -0.028 -0.259 -0.179 0.09
H 0.64685 1.59163 -1.41396 0.476 -1.648 0.959 0.12
```
Positions in Å, forces in eV/Å.

Computed properties:
Spin multiplicity: 1



Number 1: HOMO level -10.63 eV. Number 2: HOMO level -9.05 eV.